Record 1
150
Properties=species:S:1:pos:R:3:lowdin_charge:R:1 method="wB97M-V/def2-TZVPD" largest_force_ev_per_a=2.1 total_energy_ha=-2698.162158 total_charge=0 homo_lumo_gap_ev=9.02 e_above_lowest_kcal_mol=0.00 smiles=CC1(C)CCCC(C)(C)N1O.COCCNCCOC.COCCNCCOC.COCCNCCOC.COCCNCCOC.COCCNCCOC
C 0.71 0.07 -2.54 -0.03
C 0.66 0.97 -1.29 -0.50
C 1.99 1.73 -1.23 -0.03
C -0.51 1.94 -1.40 -0.13
C -1.91 1.52 -0.91 -0.16
C -1.80 0.75 0.39 -0.16
C -0.72 -0.32 0.43 -0.50
C -0.59 -0.68 1.92 -0.04
C -1.15 -1.60 -0.32 0.00
N 0.56 0.24 -0.01 -0.07
O 1.55 -0.78 0.02 -0.03
H -0.31 -0.28 -2.75 0.07
H 1.03 0.56 -3.46 0.07
H 1.31 -0.83 -2.42 0.08
H 1.90 2.58 -0.55 0.08
H 2.76 1.05 -0.88 0.08
H 2.30 2.10 -2.21 0.07
H -0.25 2.91 -0.96 0.11
H -0.67 2.27 -2.43 0.11
H -2.51 2.43 -0.85 0.10
H -2.43 0.89 -1.65 0.11
H -2.73 0.32 0.77 0.10
H -1.56 1.54 1.12 0.12
H -0.15 0.16 2.48 0.09
H 0.13 -1.49 2.11 0.07
H -1.55 -1.04 2.28 0.08
H -2.24 -1.60 -0.36 0.06
H -0.80 -2.48 0.21 0.08
H -0.82 -1.57 -1.35 0.06
H 1.92 -0.62 0.90 0.05
C 7.31 4.66 -0.91 -0.13
O 6.35 4.03 -1.72 -0.19
C 4.97 4.22 -1.38 -0.18
C 4.72 4.20 0.10 -0.23
N 4.70 2.82 0.64 -0.04
C 4.61 2.80 2.08 -0.22
C 4.94 1.43 2.67 -0.22
O 4.12 0.38 2.18 -0.18
C 2.98 0.25 3.00 -0.10
H 7.45 4.11 0.03 0.08
H 6.97 5.65 -0.58 0.09
H 8.22 4.73 -1.49 0.09
H 4.40 3.43 -1.87 0.12
H 4.69 5.19 -1.82 0.11
H 3.74 4.63 0.35 0.11
H 5.41 4.86 0.64 0.10
H 5.59 2.47 0.29 0.12
H 3.57 3.04 2.35 0.12
H 5.31 3.48 2.60 0.12
H 4.90 1.51 3.76 0.12
H 5.93 1.13 2.32 0.13
H 2.21 -0.37 2.57 0.05
H 2.62 1.23 3.36 0.09
H 3.31 -0.13 3.98 0.10
C -4.24 4.69 1.62 -0.12
O -4.61 4.47 2.95 -0.18
C -5.10 3.18 3.24 -0.22
C -4.19 2.03 2.79 -0.24
N -4.30 0.90 3.70 -0.05
C -5.51 0.08 3.49 -0.20
C -5.15 -1.29 2.97 -0.23
O -4.38 -1.96 3.96 -0.19
C -3.85 -3.16 3.44 -0.11
H -5.12 4.72 0.96 0.09
H -3.54 3.92 1.26 0.07
H -3.79 5.68 1.54 0.09
H -6.12 3.05 2.84 0.12
H -5.18 3.13 4.33 0.13
H -3.15 2.35 2.74 0.11
H -4.55 1.71 1.80 0.11
H -3.54 0.24 3.59 0.09
H -6.20 0.53 2.77 0.12
H -6.06 0.06 4.43 0.12
H -4.59 -1.18 2.04 0.11
H -6.05 -1.91 2.86 0.13
H -3.33 -3.00 2.48 0.07
H -4.65 -3.88 3.21 0.09
H -3.12 -3.56 4.15 0.08
C 3.98 -3.32 1.33 -0.10
O 3.94 -3.85 2.64 -0.19
C 3.31 -5.09 2.68 -0.27
C 3.02 -5.53 4.09 -0.21
N 1.81 -4.96 4.71 -0.05
C 1.71 -3.50 4.51 -0.21
C 0.38 -2.95 4.99 -0.24
O 0.34 -2.96 6.40 -0.18
C -0.96 -2.99 6.92 -0.12
H 4.48 -3.94 0.58 0.09
H 4.58 -2.41 1.42 0.09
H 2.99 -3.01 0.99 0.08
H 3.93 -5.88 2.23 0.12
H 2.40 -5.21 2.07 0.13
H 3.93 -5.46 4.70 0.12
H 2.77 -6.60 4.09 0.11
H 1.86 -5.10 5.71 0.11
H 1.71 -3.36 3.43 0.10
H 2.52 -2.95 4.99 0.13
H -0.45 -3.52 4.55 0.12
H 0.30 -1.93 4.60 0.11
H -1.38 -4.01 6.90 0.09
H -1.70 -2.36 6.41 0.08
H -0.90 -2.69 7.97 0.09
C -2.83 -6.68 -6.23 -0.12
O -3.90 -7.23 -5.51 -0.18
C -3.57 -7.75 -4.24 -0.23
C -4.49 -7.17 -3.16 -0.22
N -4.10 -5.98 -2.45 -0.08
C -2.99 -6.16 -1.49 -0.18
C -2.64 -4.81 -0.88 -0.25
O -3.55 -4.42 0.11 -0.18
C -4.55 -3.51 -0.26 -0.11
H -2.22 -6.03 -5.59 0.08
H -3.27 -6.00 -6.97 0.09
H -2.19 -7.40 -6.75 0.09
H -2.51 -7.61 -4.01 0.11
H -3.76 -8.83 -4.19 0.12
H -4.85 -7.95 -2.47 0.12
H -5.43 -6.96 -3.69 0.12
H -3.88 -5.24 -3.11 0.11
H -2.15 -6.54 -2.08 0.11
H -3.39 -6.78 -0.69 0.13
H -2.56 -4.14 -1.75 0.12
H -1.66 -4.86 -0.40 0.12
H -5.10 -3.83 -1.16 0.08
H -4.17 -2.51 -0.52 0.07
H -5.24 -3.44 0.57 0.08
C 1.98 3.08 -7.39 -0.14
O 2.12 3.68 -6.13 -0.21
C 0.90 3.65 -5.36 -0.19
C 1.00 4.80 -4.39 -0.22
N 0.37 6.01 -4.91 -0.06
C 0.63 7.21 -4.13 -0.20
C 2.12 7.59 -4.08 -0.21
O 2.90 6.98 -3.07 -0.22
C 2.54 7.28 -1.73 -0.12
H 1.36 2.17 -7.38 0.09
H 2.97 2.70 -7.68 0.09
H 1.71 3.81 -8.16 0.09
H 1.03 2.71 -4.82 0.11
H 0.03 3.63 -6.02 0.12
H 2.04 4.90 -4.07 0.12
H 0.48 4.52 -3.46 0.11
H 0.78 6.12 -5.83 0.11
H 0.25 7.06 -3.12 0.11
H 0.18 8.06 -4.65 0.12
H 2.19 8.68 -3.92 0.12
H 2.59 7.33 -5.02 0.13
H 1.68 7.95 -1.61 0.08
H 3.40 7.78 -1.28 0.09
H 2.29 6.38 -1.16 0.08

---

Record 2
169
Properties=species:S:1:pos:R:3:lowdin_charge:R:1 method="wB97M-V/def2-TZVPD" largest_force_ev_per_a=8.0 total_energy_ha=-4843.408186 total_charge=-1 homo_lumo_gap_ev=5.84
Sr -3.31 -0.80 -0.98 1.56
C -0.30 2.11 -0.95 -0.60
F 0.22 1.55 -2.09 0.09
F 0.42 3.22 -0.76 0.13
F -1.56 2.43 -1.23 0.14
S -0.25 0.96 0.58 0.72
O 1.14 0.92 1.03 -0.29
O -1.17 1.61 1.50 -0.27
N -1.01 -0.53 -0.08 -0.43
S 0.25 -1.43 -0.41 0.55
O -0.12 -2.61 -1.14 -0.29
O 1.39 -0.76 -1.06 -0.32
C 0.96 -1.98 1.36 -0.63
F 0.84 -3.28 1.48 0.14
F 2.26 -1.73 1.50 0.11
F 0.29 -1.45 2.39 0.12
C -5.28 3.58 -0.93 -0.05
C -6.05 4.17 0.00 -0.34
C -6.09 3.53 1.42 -0.30
O -6.74 4.17 2.40 -0.07
C -5.42 2.40 1.74 -0.02
C -4.71 1.70 0.74 -0.32
C -4.64 2.33 -0.74 -0.34
O -4.11 1.63 -1.62 -0.18
O -4.27 0.55 0.94 -0.21
O -6.77 5.18 -0.41 -0.05
H -5.20 3.95 -1.94 0.11
H -5.43 2.02 2.75 0.12
C 4.77 -1.75 4.14 -0.13
O 4.61 -2.50 5.35 -0.12
H 5.32 -2.37 3.44 0.08
H 3.88 -1.44 3.60 0.07
H 5.29 -0.80 4.28 0.07
H 5.46 -2.87 5.61 0.10
C 4.76 0.75 1.24 -0.13
O 5.89 0.29 1.96 -0.13
H 4.69 0.38 0.22 0.07
H 3.97 0.47 1.95 0.08
H 4.78 1.84 1.24 0.07
H 6.69 0.44 1.45 0.07
C -1.57 5.23 -3.16 -0.14
O -1.32 6.62 -3.43 -0.11
H -1.64 4.70 -4.12 0.06
H -0.78 4.75 -2.59 0.06
H -2.55 5.11 -2.71 0.08
H -0.39 6.77 -3.57 0.06
C 3.09 -0.63 -3.89 -0.07
C 2.55 -1.12 -5.24 -0.36
O 3.37 -2.09 -5.67 -0.06
H 4.08 -0.19 -3.94 0.08
H 3.08 -1.43 -3.15 0.06
H 2.38 0.04 -3.41 0.05
H 2.48 -0.27 -5.91 0.11
H 1.58 -1.62 -5.21 0.10
H 3.09 -2.91 -5.26 0.09
C -0.21 -3.38 6.12 -0.06
C 1.17 -3.07 5.47 -0.34
O 2.25 -3.77 5.96 -0.08
H -0.15 -3.23 7.19 0.07
H -0.51 -4.41 5.90 0.06
H -0.94 -2.63 5.83 0.07
H 1.49 -2.03 5.59 0.12
H 0.93 -3.28 4.43 0.07
H 3.03 -3.35 5.61 0.02
C 3.80 2.23 -1.94 -0.08
C 3.21 3.09 -3.05 -0.31
O 4.30 3.82 -3.58 -0.07
H 4.29 2.79 -1.14 0.07
H 4.47 1.48 -2.35 0.07
H 3.07 1.64 -1.38 0.06
H 2.44 3.78 -2.69 0.10
H 2.77 2.47 -3.83 0.08
H 3.96 4.40 -4.27 0.08
C 4.75 -2.67 -0.13 -0.10
C 6.24 -2.83 -0.10 -0.35
O 6.64 -3.51 -1.24 -0.06
H 4.38 -2.39 0.85 0.05
H 4.22 -3.55 -0.49 0.08
H 4.48 -1.83 -0.77 0.06
H 6.48 -3.43 0.77 0.10
H 6.72 -1.86 0.02 0.11
H 7.02 -2.88 -1.85 0.09
C 3.34 -5.07 3.34 -0.08
C 3.74 -5.73 2.00 -0.28
O 4.36 -6.98 2.32 -0.08
H 4.20 -5.03 4.00 0.07
H 2.56 -5.59 3.89 0.07
H 3.10 -4.03 3.10 0.05
H 4.45 -5.08 1.49 0.09
H 2.86 -5.89 1.38 0.11
H 5.25 -6.80 2.64 0.08
C -0.53 -5.91 3.04 -0.07
C -1.65 -4.96 3.46 -0.31
O -2.74 -5.04 2.53 -0.09
H -0.84 -6.95 3.19 0.07
H 0.32 -5.72 3.69 0.05
H -0.26 -5.73 1.99 0.07
H -1.30 -3.93 3.45 0.09
H -2.08 -5.27 4.41 0.11
H -3.22 -5.80 2.87 0.07
C 2.52 4.06 1.68 -0.09
C 2.14 5.44 1.26 -0.33
O 1.75 6.21 2.38 -0.08
H 2.77 3.50 0.77 0.05
H 1.72 3.52 2.18 0.07
H 3.37 4.12 2.37 0.08
H 1.35 5.41 0.51 0.09
H 3.00 5.97 0.84 0.11
H 2.17 7.07 2.29 0.08
C -2.85 0.38 4.50 -0.06
C -3.02 -0.83 3.54 -0.31
O -4.35 -0.85 3.08 -0.10
H -3.63 0.47 5.25 0.08
H -2.92 1.23 3.82 0.05
H -1.85 0.41 4.94 0.07
H -2.56 -1.73 3.95 0.09
H -2.46 -0.66 2.62 0.07
H -4.37 -0.10 2.48 0.00
C -1.51 -0.85 -5.37 -0.04
C -1.63 0.16 -4.21 -0.37
C -1.30 1.63 -4.69 -0.20
O 0.00 1.59 -5.19 -0.18
C 0.55 2.88 -5.42 -0.09
N -2.95 -0.02 -3.59 -0.01
H -0.56 -0.77 -5.91 0.07
H -2.32 -0.71 -6.09 0.08
H -1.59 -1.89 -5.05 0.06
H -0.91 -0.18 -3.46 0.12
H -1.38 2.33 -3.86 0.09
H -2.06 1.93 -5.40 0.13
H 1.61 2.85 -5.69 0.08
H 0.39 3.54 -4.56 0.07
H 0.11 3.28 -6.33 0.09
H -3.60 -0.17 -4.35 0.08
H -3.21 0.86 -3.18 0.03
C -2.53 -4.58 -1.58 -0.05
C -2.71 -3.72 -2.89 -0.37
C -3.00 -4.65 -4.12 -0.18
O -3.48 -3.91 -5.23 -0.20
C -3.89 -4.70 -6.33 -0.11
N -3.77 -2.69 -2.57 -0.08
H -2.32 -3.89 -0.76 0.05
H -1.61 -5.17 -1.62 0.09
H -3.44 -5.11 -1.35 0.08
H -1.73 -3.27 -3.06 0.11
H -3.63 -5.43 -3.70 0.12
H -2.08 -5.14 -4.45 0.13
H -3.15 -5.21 -6.94 0.08
H -4.39 -3.98 -6.98 0.09
H -4.50 -5.53 -5.99 0.09
H -3.85 -2.25 -3.48 0.05
H -4.65 -3.16 -2.47 0.09
C -1.32 4.37 4.11 -0.05
C -2.23 5.43 3.45 -0.42
C -2.28 5.27 1.93 -0.19
O -3.15 6.27 1.44 -0.19
C -3.23 6.37 0.02 -0.09
N -3.53 5.47 4.10 0.05
H -1.25 4.44 5.19 0.07
H -0.30 4.55 3.79 0.06
H -1.61 3.36 3.83 0.06
H -1.81 6.40 3.72 0.13
H -2.70 4.33 1.56 0.12
H -1.30 5.32 1.46 0.11
H -4.14 6.83 -0.37 0.09
H -3.17 5.41 -0.49 0.05
H -2.41 6.98 -0.34 0.08
H -3.94 4.55 4.09 0.06
H -4.07 6.01 3.44 0.06